Entry 1:
# C16H33CeNOP2

A molecular structure, C16H33CeNOP2 (ωB97M-V/def2-TZVPD, the Open Molecules 2025 dataset).

F_max ... 6.21 eV Å⁻¹
E ... -52166.7145 eV

Last column: Löwdin charge in e.
Positions of all 54 atoms, in Å:
Ce -0.0173 -0.1488 0.2122  0.401
P 2.4640 -0.2718 0.0450  0.764
P -2.4979 -0.0217 0.4237  0.757
N -0.0588 0.9074 -1.2293  -0.312
H 1.4203 -2.6866 2.4850  0.126
C 3.2284 -1.7526 -0.7828  -0.233
H 4.3321 -1.6966 -0.8065  0.051
H 2.8441 -1.8186 -1.8149  0.049
H 2.9223 -2.6648 -0.2424  0.039
C 3.4045 -0.2225 1.6382  -0.227
H 4.4835 -0.4002 1.4833  0.051
H 2.9999 -0.9892 2.3198  0.038
H 3.2564 0.7668 2.1015  0.050
C 3.1978 1.1247 -0.9083  -0.237
H 4.2995 1.1317 -0.8353  0.051
H 2.7878 2.0682 -0.5126  0.052
H 2.8946 1.0336 -1.9641  0.051
C -3.5351 -1.3932 -0.2851  -0.239
H -4.6173 -1.1965 -0.1774  0.050
H -3.2830 -2.3363 0.2286  0.043
H -3.2893 -1.5065 -1.3547  0.047
C -3.1684 0.0933 2.1442  -0.228
H -4.2728 0.1000 2.1566  0.051
H -2.7883 1.0186 2.6082  0.049
H -2.7974 -0.7654 2.7284  0.036
C -3.2059 1.4664 -0.4026  -0.240
H -4.2861 1.5711 -0.1995  0.050
H -3.0357 1.3820 -1.4884  0.052
H -2.6650 2.3544 -0.0370  0.049
C -0.0338 1.7156 -2.3312  -0.366
C 0.0077 2.0233 -4.7562  -0.109
C -0.0209 1.1755 -3.6443  -0.048
C -0.0174 3.1277 -2.1737  -0.040
C 0.0119 3.9615 -3.2942  -0.103
C 0.0246 3.4181 -4.5904  -0.120
H 0.0174 1.5925 -5.7637  0.097
H -0.0337 0.0873 -3.7616  0.102
H -0.0263 3.5356 -1.1583  0.111
H 0.0252 5.0486 -3.1571  0.099
H 0.0474 4.0768 -5.4647  0.092
C 0.3407 -2.7560 2.2201  -0.494
O 0.0181 -1.6705 1.3939  -0.451
C 0.1180 -4.0711 1.4614  -0.042
H -0.3178 -4.8292 2.1366  0.078
H 1.0691 -4.4653 1.0620  0.074
H -0.5790 -3.9126 0.6209  0.083
C -0.4808 -2.6795 3.5122  -0.048
H -1.4317 -3.2312 3.4080  0.081
H -0.7080 -1.6266 3.7558  0.078
H 0.0874 -3.1074 4.3541  0.083
C 0.1936 1.6612 1.9683  -0.248
H 0.1782 1.1974 2.9757  -0.029
H -0.6544 2.3696 1.8711  -0.036
H 1.1466 2.2094 1.8236  -0.037

Entry 2:
# C16H33Cl9OP

5 unconnected molecules or ions with the total composition C16H33Cl9OP (ωB97M-V/def2-TZVPD, the Open Molecules 2025 dataset).

F_max ... 5.96 eV Å⁻¹
Relative energy (zero: lowest compared OMol25 entry of this formula, charge and spin) ... 10.0 kcal per mole
Total charge ... +1

Last column: Löwdin charge in e.
Positions of all 60 atoms, in Å:
C 0.5429 2.4746 3.1736  -0.066
C 1.1532 1.2178 2.5660  -0.429
C 2.4124 1.6387 1.8156  -0.081
C 0.2242 0.5593 1.5530  -0.255
C -1.0638 -0.0190 2.1801  -0.274
P -2.6073 0.7929 1.7229  1.017
C -3.7246 0.6627 3.1562  -0.173
C -2.4849 2.5643 1.3597  -0.257
C -2.0732 2.8901 -0.0611  -0.908
O -1.0318 3.1185 -0.4175  0.113
Cl -3.4534 2.9146 -1.2020  0.678
H 0.3041 3.1546 2.3574  0.075
H 1.2027 2.9850 3.8595  0.077
H -0.4105 2.2364 3.6447  0.063
H 1.3698 0.5166 3.3665  0.133
H 2.1016 2.3422 1.0488  0.091
H 3.0630 2.1864 2.4841  -0.005
H 2.9656 0.8009 1.4123  0.090
H 0.0523 1.1976 0.6979  0.045
H 0.7820 -0.2926 1.1864  0.103
H -0.9759 -0.1215 3.2526  0.103
H -1.1696 -1.0350 1.8091  0.086
H -3.2454 0.0922 0.6908  0.012
H -3.8206 -0.3819 3.4243  0.068
H -4.6638 1.1493 2.9371  0.063
H -3.2069 1.1615 3.9674  0.064
H -1.8360 3.1069 2.0352  0.095
H -3.4843 2.9616 1.4992  0.090
Cl 5.5017 2.8441 2.8834  0.583
C 5.4914 3.4837 4.5472  -0.646
C 5.3773 2.3841 5.5698  -0.648
Cl 3.7743 1.5981 5.5233  0.547
H 4.6682 4.1893 4.6309  0.069
H 6.4249 4.0261 4.6865  0.076
H 5.5004 2.7966 6.5698  0.076
H 6.1320 1.6168 5.4178  0.071
Cl -0.8000 -0.0011 -1.4397  0.654
C -1.8698 -0.9223 -2.5330  -0.616
C -3.2127 -1.1880 -1.9079  -0.633
Cl -3.1058 -2.3076 -0.5202  0.567
H -1.3504 -1.8395 -2.7907  0.006
H -2.0006 -0.3299 -3.4374  0.075
H -3.8761 -1.6447 -2.6399  0.084
H -3.6736 -0.2663 -1.5562  0.037
Cl 1.6725 -3.3392 -0.5926  0.530
C 2.2797 -3.4032 -2.2702  -0.644
C 1.2333 -2.9705 -3.2626  -0.639
Cl -0.1075 -4.1436 -3.3811  0.570
H 2.6216 -4.4162 -2.4661  0.073
H 3.1357 -2.7326 -2.3243  0.077
H 1.6711 -2.8936 -4.2571  0.079
H 0.8156 -2.0021 -2.9966  0.034
Cl -1.4206 -1.7122 -6.3967  0.528
C -2.0391 -3.0703 -7.3809  -0.648
C -1.4859 -4.3955 -6.9252  -0.672
Cl 0.2557 -4.5516 -7.2593  0.541
H -1.7927 -2.8696 -8.4204  0.071
H -3.1229 -3.0684 -7.2763  0.073
H -1.9836 -5.2055 -7.4564  0.076
H -1.6359 -4.5402 -5.8578  0.030

- The lowest F_max belongs to which entry?
  C16H33Cl9OP